DFT (ωB97M-V with the def2-TZVPD basis set) results for C25H37CaN9O13 as an isolated structure at a distorted geometry.

HOMO (eV): -7.30
HOMO-LUMO gap (eV): 5.0
LUMO (eV): -2.297
E (hartree): -3123.5530
Charge: 0

Cartesian coordinates (Å):
Ca  18.270  7.603  4.975
C  19.564  5.269  4.353
O  19.919  6.005  5.292
O  19.916  4.112  4.254
O  18.658  5.695  3.637
C  23.517  4.036  3.954
O  24.722  3.936  3.977
N  22.675  3.865  2.973
N  22.844  4.509  4.953
H  21.696  3.914  3.219
H  23.066  3.281  2.247
H  21.848  4.587  4.802
H  23.296  4.616  5.849
C  23.075  8.983  4.752
O  22.362  9.777  5.403
N  22.772  7.721  4.711
N  24.036  9.328  3.987
H  23.283  7.008  4.211
H  21.944  7.553  5.266
H  24.597  8.531  3.720
H  24.201  10.286  3.713
C  15.349  7.146  3.282
O  16.352  7.555  3.770
N  14.108  7.458  3.769
N  15.292  6.315  2.293
H  13.968  7.996  4.613
H  13.337  7.135  3.203
H  14.382  5.929  2.086
H  16.113  6.053  1.766
C  16.899  2.288  3.424
O  16.037  1.376  3.419
N  16.884  3.374  2.746
N  17.974  2.258  4.194
H  17.699  3.941  2.931
H  16.087  3.703  2.220
H  18.593  3.048  4.301
H  18.042  1.405  4.732
C  20.349  5.737  11.049
C  21.138  5.937  9.868
C  20.574  5.666  8.609
C  19.268  5.248  8.465
C  18.461  5.086  9.555
C  19.018  5.268  10.792
O  18.389  4.944  11.990
O  21.324  5.710  7.540
H  20.715  5.755  12.065
H  22.157  6.286  9.942
H  18.855  5.121  7.475
H  17.469  4.672  9.455
H  18.787  5.356  12.761
H  20.786  5.643  6.747
C  19.515  6.285  -0.941
C  20.417  5.745  -1.868
C  21.030  4.526  -1.574
C  20.879  3.881  -0.362
C  19.922  4.337  0.525
C  19.263  5.545  0.287
O  18.334  6.119  1.164
O  21.816  4.054  -2.642
H  18.904  7.150  -1.152
H  20.434  6.251  -2.822
H  21.326  2.910  -0.205
H  19.658  3.764  1.402
H  18.517  5.945  2.090
H  22.509  4.686  -2.847
C  20.197  2.056  8.480
C  20.330  2.305  7.149
C  20.492  1.264  6.293
C  20.535  -0.054  6.770
C  20.511  -0.310  8.126
C  20.346  0.772  8.983
O  20.281  0.598  10.321
O  20.610  1.471  4.974
H  20.214  2.944  9.094
H  20.469  3.296  6.744
H  20.603  -0.854  6.048
H  20.613  -1.336  8.447
H  20.386  -0.339  10.499
H  20.429  2.383  4.736
C  21.637  7.128  1.583
C  21.426  8.190  0.529
N  21.250  8.990  -0.273
H  20.689  7.122  2.121
H  22.403  7.564  2.225
H  21.946  6.166  1.173

***

DFT (ωB97M-V with the def2-TZVPD basis set) results for C25H37ClN2O2SiTm as an isolated structure at a distorted geometry.

HOMO (spin up / spin down) (eV): -0.54 / -1.46
HOMO-LUMO gap (spin up / spin down) (eV): 3.2 / 4.1
Spin multiplicity: 3
LUMO (spin up / spin down) (eV): 2.704 / 2.676
E (hartree): -3069.6801
Charge: -1

Cartesian coordinates (Å):
Tm  -0.715  0.046  0.376
Cl  -2.598  0.436  1.913
N  0.072  2.245  -0.083
N  -0.244  -2.280  0.216
C  -0.879  2.984  -0.638
C  -0.898  -3.068  -0.615
C  1.136  3.176  0.368
C  0.415  4.526  0.351
C  2.277  3.199  -0.636
C  1.660  2.809  1.741
H  1.916  3.458  -1.640
H  2.778  2.225  -0.671
H  3.006  3.958  -0.324
H  0.838  2.609  2.433
H  2.272  3.636  2.127
H  2.265  1.899  1.705
C  0.684  -3.127  1.005
C  0.594  -4.478  0.300
C  0.201  -3.222  2.443
C  2.094  -2.564  0.984
H  2.460  -2.522  -0.047
H  2.742  -3.227  1.572
H  2.098  -1.561  1.429
H  -0.831  -3.592  2.465
H  0.247  -2.227  2.901
H  0.851  -3.913  2.992
O  -0.499  -4.325  -0.665
H  0.327  -5.315  0.957
H  1.496  -4.731  -0.272
O  -0.761  4.291  -0.501
H  0.977  5.354  -0.097
H  0.047  4.818  1.345
C  -2.041  2.420  -1.404
C  -2.006  -2.614  -1.506
C  -1.571  -1.317  -2.119
H  -2.884  -2.462  -0.857
H  -2.236  -3.402  -2.230
C  -1.871  -0.105  -1.453
C  -1.599  1.139  -2.072
H  -2.419  -0.132  -0.337
C  -0.863  1.163  -3.258
C  -0.448  -0.047  -3.818
C  -0.468  2.463  -3.901
C  -0.810  -1.283  -3.284
H  0.161  -0.024  -4.724
C  -0.339  -2.561  -3.921
H  0.138  -2.343  -4.881
H  -1.161  -3.263  -4.101
H  0.403  -3.079  -3.296
H  -1.307  3.166  -3.972
H  -0.094  2.274  -4.913
H  0.341  2.966  -3.350
H  -2.407  3.177  -2.109
H  -2.836  2.223  -0.664
C  -1.355  1.529  5.346
Si  0.288  0.616  5.275
C  1.655  1.735  5.899
C  0.186  -0.945  6.303
C  0.612  0.159  3.518
C  0.654  -0.050  2.291
H  -1.647  1.734  6.386
H  -2.145  0.936  4.866
H  -1.299  2.486  4.809
H  1.549  1.918  6.977
H  2.635  1.274  5.721
H  1.642  2.705  5.385
H  -0.647  -1.578  5.969
H  1.111  -1.529  6.211
H  0.032  -0.708  7.365

***

DFT (ωB97M-V with the def2-TZVPD basis set) results for C25H37MoN2PSi2 as an isolated structure.

HOMO (eV): -20.22
HOMO-LUMO gap (eV): 5.9
LUMO (eV): -14.341
Energy above the lowest of the compared OMol25 structures with the same formula, charge and spin (kcal per mole): 0.0
E (hartree): -2071.3705
Charge: +4

Cartesian coordinates (Å):
Mo  0.099  0.338  -0.663
N  1.796  1.001  -1.988
C  1.794  2.460  -2.311
C  1.567  3.185  -1.015
N  0.332  2.631  -0.369
H  2.677  0.798  -1.511
H  1.848  0.469  -2.856
H  0.997  2.657  -3.034
H  2.735  2.757  -2.776
H  1.480  4.262  -1.161
H  2.398  3.004  -0.332
H  -0.475  3.142  -0.724
H  0.386  2.901  0.611
C  -1.056  0.685  -4.220
Si  -1.359  1.169  -2.475
C  -2.481  2.584  -2.143
C  -1.748  -0.413  -1.221
C  -3.145  -0.540  -1.372
C  -3.704  -1.804  -1.291
C  -2.914  -2.915  -0.980
C  -1.556  -2.789  -0.743
C  -0.939  -1.535  -0.923
Si  1.045  -1.904  -1.129
C  1.603  -3.117  0.130
C  1.533  -2.249  -2.867
H  -1.670  -0.187  -4.470
H  -0.019  0.429  -4.446
H  -1.353  1.499  -4.887
H  -3.387  2.467  -2.749
H  -2.020  3.512  -2.506
H  -2.775  2.707  -1.100
H  -3.794  0.317  -1.508
H  -4.776  -1.921  -1.400
H  -3.384  -3.884  -0.856
H  -1.002  -3.661  -0.417
H  1.433  -4.122  -0.273
H  1.097  -3.022  1.094
H  2.684  -3.036  0.284
H  1.260  -3.288  -3.090
H  2.622  -2.200  -2.977
H  1.067  -1.620  -3.625
C  -1.533  1.866  2.400
P  -0.433  0.586  1.774
C  1.289  1.033  1.943
C  1.739  2.253  2.457
C  3.091  2.560  2.398
C  3.997  1.687  1.783
C  3.556  0.483  1.259
C  2.200  0.143  1.340
C  -0.785  -0.961  2.579
C  0.144  -1.549  3.444
C  -0.217  -2.683  4.157
C  -1.491  -3.220  4.013
C  -2.418  -2.628  3.155
C  -2.069  -1.503  2.432
H  -1.346  1.972  3.472
H  -2.564  1.529  2.275
H  -1.413  2.836  1.917
H  1.057  2.934  2.955
H  3.452  3.476  2.851
H  5.050  1.939  1.760
H  4.274  -0.225  0.862
H  1.903  -0.885  1.173
H  1.125  -1.114  3.597
H  0.488  -3.133  4.843
H  -1.773  -4.093  4.586
H  -3.417  -3.037  3.078
H  -2.801  -1.030  1.785

***

> Among the records above, which one has the highest E?

C25H37MoN2PSi2

***

> Look up the E of the first one.

-3123.5530 hartree

***

What did the third record say?
DFT (ωB97M-V with the def2-TZVPD basis set) results for C25H37MoN2PSi2 as an isolated structure.

HOMO (eV): -20.22
HOMO-LUMO gap (eV): 5.9
LUMO (eV): -14.341
Energy above the lowest of the compared OMol25 structures with the same formula, charge and spin (kcal per mole): 0.0
E (hartree): -2071.3705
Charge: +4

Cartesian coordinates (Å):
Mo  0.099  0.338  -0.663
N  1.796  1.001  -1.988
C  1.794  2.460  -2.311
C  1.567  3.185  -1.015
N  0.332  2.631  -0.369
H  2.677  0.798  -1.511
H  1.848  0.469  -2.856
H  0.997  2.657  -3.034
H  2.735  2.757  -2.776
H  1.480  4.262  -1.161
H  2.398  3.004  -0.332
H  -0.475  3.142  -0.724
H  0.386  2.901  0.611
C  -1.056  0.685  -4.220
Si  -1.359  1.169  -2.475
C  -2.481  2.584  -2.143
C  -1.748  -0.413  -1.221
C  -3.145  -0.540  -1.372
C  -3.704  -1.804  -1.291
C  -2.914  -2.915  -0.980
C  -1.556  -2.789  -0.743
C  -0.939  -1.535  -0.923
Si  1.045  -1.904  -1.129
C  1.603  -3.117  0.130
C  1.533  -2.249  -2.867
H  -1.670  -0.187  -4.470
H  -0.019  0.429  -4.446
H  -1.353  1.499  -4.887
H  -3.387  2.467  -2.749
H  -2.020  3.512  -2.506
H  -2.775  2.707  -1.100
H  -3.794  0.317  -1.508
H  -4.776  -1.921  -1.400
H  -3.384  -3.884  -0.856
H  -1.002  -3.661  -0.417
H  1.433  -4.122  -0.273
H  1.097  -3.022  1.094
H  2.684  -3.036  0.284
H  1.260  -3.288  -3.090
H  2.622  -2.200  -2.977
H  1.067  -1.620  -3.625
C  -1.533  1.866  2.400
P  -0.433  0.586  1.774
C  1.289  1.033  1.943
C  1.739  2.253  2.457
C  3.091  2.560  2.398
C  3.997  1.687  1.783
C  3.556  0.483  1.259
C  2.200  0.143  1.340
C  -0.785  -0.961  2.579
C  0.144  -1.549  3.444
C  -0.217  -2.683  4.157
C  -1.491  -3.220  4.013
C  -2.418  -2.628  3.155
C  -2.069  -1.503  2.432
H  -1.346  1.972  3.472
H  -2.564  1.529  2.275
H  -1.413  2.836  1.917
H  1.057  2.934  2.955
H  3.452  3.476  2.851
H  5.050  1.939  1.760
H  4.274  -0.225  0.862
H  1.903  -0.885  1.173
H  1.125  -1.114  3.597
H  0.488  -3.133  4.843
H  -1.773  -4.093  4.586
H  -3.417  -3.037  3.078
H  -2.801  -1.030  1.785